1.
Density functional theory data (ωB97M-V with the def2-TZVPD basis set) for 2 unconnected molecules or ions with the total composition C6H19N2.

The calculation puts the max |F| at 0.63 eV/A. Its energy relative to the best compared isomer or geometry (same formula, charge and spin) is 140.3 kJ/mol. Its charge is +1. For the HOMO energy, the calculation gives -11.99 eV.

Geometry as XYZ:
```
27
Properties=species:S:1:pos:R:3:forces:R:3:nbo_charge:R:1
C -0.243 -0.664 2.191 0.025 -0.367 -0.272 -0.41
N -0.233 -2.079 1.876 -0.197 0.124 -0.150 -0.41
C -1.494 -2.704 2.258 0.152 0.086 0.032 -0.42
C 0.044 -2.297 0.475 0.073 0.024 0.011 -0.41
H -0.324 -0.510 3.263 0.000 0.053 0.063 0.23
H -1.098 -0.148 1.708 -0.040 0.075 0.028 0.13
H 0.694 -0.222 1.842 0.060 0.091 0.139 0.18
H -1.462 -3.764 2.018 -0.020 -0.025 0.050 0.22
H -1.648 -2.587 3.330 -0.014 -0.051 0.001 0.22
H -2.352 -2.250 1.734 0.008 -0.017 -0.014 0.16
H 0.130 -3.358 0.244 -0.005 0.007 0.099 0.23
H 0.991 -1.821 0.210 0.049 -0.021 -0.035 0.19
H -0.758 -1.902 -0.186 -0.086 0.040 0.019 0.12
C 0.445 3.160 -1.242 0.067 -0.015 0.304 -0.64
C 0.374 1.787 -1.882 -0.041 -0.004 -0.156 -0.04
C 1.717 1.130 -2.141 0.026 -0.072 0.041 -0.64
N -0.426 0.886 -0.945 0.459 0.417 -0.077 -0.68
H -0.518 3.669 -1.238 -0.049 -0.017 -0.043 0.23
H 0.790 3.086 -0.207 0.061 -0.008 0.008 0.22
H 1.163 3.793 -1.759 -0.057 -0.039 -0.146 0.26
H -0.214 1.822 -2.800 0.046 0.031 -0.007 0.22
H 2.179 0.769 -1.218 0.022 0.119 0.030 0.22
H 2.393 1.853 -2.591 -0.001 -0.018 -0.024 0.26
H 1.627 0.287 -2.824 -0.018 -0.056 -0.006 0.24
H -1.340 1.307 -0.772 -0.138 -0.315 0.023 0.44
H -0.505 -0.072 -1.293 -0.238 0.048 0.000 0.45
H 0.068 0.831 -0.050 -0.144 -0.088 0.082 0.44
```
Forces are in eV/Å.

---

2.
Density functional theory data (ωB97M-V with the def2-TZVPD basis set) for 2 unconnected molecules or ions with the total composition C6H19N2O3Si at a distorted geometry.

The calculation puts the max |F| at 4.98 eV/A. Its energy relative to the best compared isomer or geometry (same formula, charge and spin) is 668.4 kJ/mol. Its charge is +1. For the HOMO energy, the calculation gives -9.64 eV.

Geometry as XYZ:
```
31
Properties=species:S:1:pos:R:3:forces:R:3:nbo_charge:R:1
C 4.278 1.796 2.367 0.974 -0.859 -1.296 -0.62
C -5.210 0.339 -2.194 -3.059 -0.870 0.188 -0.25
C -1.506 -2.939 -0.673 4.947 0.309 0.439 -0.28
C -1.129 1.339 -1.031 2.243 0.926 -3.677 -0.26
C 3.722 1.091 1.133 2.042 -0.172 0.070 -0.23
C 1.432 0.057 0.582 0.328 0.673 -0.285 -0.34
N 0.572 -0.973 0.985 1.788 -3.258 -0.821 -0.88
N 2.705 0.114 1.527 -1.720 -0.980 1.660 -0.56
O -4.290 -0.769 -2.160 -2.274 0.388 -0.778 -0.90
O -2.451 -2.248 -1.406 -1.469 1.731 -1.547 -0.88
O -1.868 0.539 -2.053 -1.375 -2.193 0.350 -0.94
Si -2.771 -0.807 -2.003 3.132 0.355 2.223 2.52
H 3.494 1.975 3.002 -2.064 0.280 1.933 0.20
H 5.089 1.308 2.940 -0.309 0.206 -0.679 0.23
H 4.499 2.769 2.033 1.182 1.242 -0.154 0.23
H -5.926 0.264 -1.240 1.530 -0.062 -2.340 0.22
H -5.804 0.334 -3.192 0.979 -0.214 1.936 0.22
H -4.669 1.234 -2.123 0.679 1.344 0.045 0.19
H -1.954 -3.606 0.063 -0.257 -0.159 -0.571 0.21
H -0.848 -2.169 -0.068 -1.195 -1.532 -1.188 0.23
H -0.751 -3.465 -1.431 -1.808 0.725 1.833 0.20
H -0.209 0.878 -0.685 -0.570 -0.806 0.940 0.26
H -1.806 1.804 -0.379 -0.742 0.250 1.060 0.20
H -0.643 2.091 -1.726 -0.958 -0.233 0.985 0.21
H 4.598 0.703 0.534 -1.212 -0.492 0.701 0.22
H 3.266 1.771 0.438 -0.604 0.445 0.080 0.23
H 1.781 -0.215 -0.410 0.871 0.019 -0.103 0.13
H 0.983 -1.995 1.141 -0.883 2.359 -0.342 0.30
H 0.048 -0.733 1.755 -1.452 0.359 2.102 0.35
H 2.291 0.324 2.500 0.777 0.420 -2.012 0.41
H 3.077 -0.811 1.776 0.478 -0.203 -0.752 0.38
```
Forces are in eV/Å.

---

3.
Density functional theory data (ωB97M-V with the def2-TZVPD basis set) for 2 unconnected molecules or ions with the total composition C6H19N4 at a distorted geometry.

The calculation puts the max |F| at 5.59 eV/A. Its energy relative to the best compared isomer or geometry (same formula, charge and spin) is 104.1 kJ/mol. Its charge is +1. For the HOMO energy, the calculation gives -12.87 eV.

Geometry as XYZ:
```
29
Properties=species:S:1:pos:R:3:forces:R:3:nbo_charge:R:1
C 1.457 -1.786 0.287 0.124 -0.230 -0.226 -0.42
C 2.352 -0.585 2.184 0.303 0.066 0.220 -0.43
C -1.568 -1.749 -2.199 0.030 -0.202 -0.192 -0.42
C -2.805 0.125 -1.284 -0.160 0.101 0.033 -0.42
C 1.931 1.981 0.715 0.065 0.371 -0.017 -0.34
C 1.142 0.792 0.321 0.120 -4.885 2.311 0.60
N 1.499 3.101 -0.106 0.006 0.238 0.118 -0.85
N 0.271 0.803 -0.604 0.276 0.128 0.187 -0.70
N 1.311 -0.674 1.193 -1.072 4.868 -2.528 -0.40
N -1.707 -0.822 -1.076 -0.116 -0.194 0.264 -0.62
H 1.409 -2.696 0.887 -0.033 -0.041 -0.079 0.23
H 0.637 -1.800 -0.426 0.063 -0.096 -0.005 0.20
H 2.411 -1.781 -0.254 -0.032 -0.036 -0.018 0.19
H 3.359 -0.486 1.758 0.020 -0.023 0.046 0.18
H 2.156 0.245 2.862 0.062 -0.088 0.038 0.21
H 2.315 -1.508 2.766 0.060 0.081 0.019 0.23
H -2.496 -2.287 -2.408 0.015 0.038 0.021 0.21
H -1.290 -1.187 -3.090 0.019 -0.014 -0.019 0.21
H -0.787 -2.477 -1.987 -0.004 0.006 -0.035 0.21
H -2.605 0.714 -2.178 0.008 0.025 -0.016 0.21
H -3.766 -0.378 -1.414 0.028 0.004 -0.008 0.21
H -2.872 0.793 -0.427 -0.036 0.045 0.007 0.21
H 2.988 1.759 0.534 -0.070 -0.010 0.055 0.25
H 1.823 2.139 1.798 0.027 -0.099 -0.169 0.24
H 0.750 3.621 0.339 0.127 0.024 0.010 0.38
H 2.254 3.747 -0.296 -0.022 -0.043 -0.006 0.40
H 0.194 1.701 -1.085 0.172 0.065 0.067 0.43
H -0.510 0.003 -0.822 -0.012 -0.139 0.019 0.44
H -1.898 -1.353 -0.228 0.033 0.038 -0.096 0.39
```
Forces are in eV/Å.

---

4.
Density functional theory data (ωB97M-V with the def2-TZVPD basis set) for 3 unconnected molecules or ions with the total composition C6H19N4 at a distorted geometry.

The calculation puts the max |F| at 6.13 eV/A. Its energy relative to the best compared isomer or geometry (same formula, charge and spin) is 2.8 kJ/mol. The multiplicity is 3. Its charge is +1. For the HOMO energy (alpha / beta), the calculation gives -9.13 / -13.04 eV.

Geometry as XYZ:
```
29
Properties=species:S:1:pos:R:3:forces:R:3:mulliken_spin:R:1
C 0.381 1.448 1.383 1.615 -3.833 3.034 0.03
C -1.628 -0.040 1.857 -1.604 1.719 3.548 0.02
C -0.197 1.219 -1.528 -2.052 1.839 3.031 0.03
C -2.497 0.233 -1.021 2.821 -1.757 -0.011 0.02
C -0.791 0.624 0.879 1.854 0.151 1.514 0.27
C -1.103 0.657 -0.439 -1.765 0.237 -3.619 0.36
N -0.685 -2.094 -0.536 -3.760 -2.095 1.978 0.27
N 1.341 -1.284 -0.723 1.343 -1.508 -5.245 0.25
N 0.241 -1.407 -0.067 3.460 3.646 3.509 0.65
N 3.742 -0.361 0.183 -0.292 0.926 2.613 0.01
H 0.536 1.152 2.569 -0.336 0.824 -3.064 0.00
H 1.392 1.157 0.898 -1.886 0.964 0.451 0.01
H 0.077 2.447 1.395 0.134 1.857 -0.398 0.01
H -2.581 0.562 2.034 0.850 -0.526 -0.586 0.03
H -1.246 -0.049 2.919 0.265 0.199 -1.300 0.00
H -1.962 -1.029 1.750 -0.413 -1.376 -0.978 0.00
H -0.236 0.583 -2.305 -0.334 -2.092 -2.978 -0.01
H -0.698 2.169 -1.817 0.554 -0.321 -0.043 0.02
H 0.818 1.329 -1.285 1.133 0.509 0.649 -0.02
H -3.099 -0.312 -0.298 0.193 -0.466 -0.236 0.00
H -2.293 -0.311 -2.021 -0.709 0.788 1.790 0.01
H -3.047 1.092 -1.200 -0.967 1.977 -0.689 0.02
H -0.744 -2.354 -1.455 -0.589 -1.141 -2.534 0.00
H -1.341 -2.121 0.230 -1.201 -1.010 -1.350 0.00
H 2.129 -0.831 -0.269 0.525 0.076 -0.101 -0.01
H 1.349 -1.611 -1.807 0.300 1.044 3.448 0.01
H 4.141 -0.578 -0.690 0.961 -0.475 -0.874 0.00
H 4.112 -0.932 0.983 -0.249 0.828 -1.450 0.00
H 3.891 0.644 0.379 0.151 -0.987 -0.107 0.00
```
Forces are in eV/Å.

---

5.
Density functional theory data (ωB97M-V with the def2-TZVPD basis set) for a molecular structure, C6H19N8O10SV at a distorted geometry.

The calculation puts the max |F| at 7.79 eV/A. The multiplicity is 4. Its charge is +1. For the HOMO energy (alpha / beta), the calculation gives -11.70 / -12.40 eV.

Geometry as XYZ:
```
45
Properties=species:S:1:pos:R:3:forces:R:3:mulliken_spin:R:1
V -0.255 0.716 -0.307 -0.156 -0.261 3.130 1.92
C -0.372 3.841 2.398 0.488 0.595 -0.263 0.00
C -0.323 2.669 1.435 -0.632 2.392 0.596 0.01
O 0.595 1.887 1.340 3.960 -2.811 0.503 -0.02
O -1.209 2.478 0.606 -3.646 -0.248 -2.291 -0.01
H -0.766 4.756 1.955 -0.806 -0.462 -0.390 0.00
H 0.621 4.230 2.623 0.259 -0.842 0.503 0.00
H -0.948 3.606 3.293 0.192 -0.013 -0.006 0.00
S -0.106 2.179 -2.568 1.179 0.116 -2.445 -0.07
O 0.761 1.933 -1.483 7.051 1.416 3.004 0.05
O -1.135 1.377 -1.947 -6.460 -1.309 -1.624 0.34
O -0.557 3.567 -2.609 -0.706 0.427 -0.601 0.54
O 0.420 1.641 -3.798 -0.865 1.025 -0.203 0.15
C 3.187 0.133 -0.443 -2.873 -1.448 -0.595 0.01
O 1.985 -0.031 -0.214 -0.436 -0.142 0.790 0.03
N 3.622 1.137 -1.142 1.141 2.282 -0.948 0.00
N 4.025 -0.847 -0.215 2.757 -2.192 0.819 0.00
H 4.617 1.273 -1.251 -0.422 0.469 -0.166 0.00
H 2.907 1.808 -1.381 0.409 0.285 -0.103 0.00
H 3.754 -1.703 0.247 -0.175 0.519 -0.123 0.00
H 4.941 -0.844 -0.642 -0.153 -0.035 0.255 0.00
C -3.122 -0.317 0.759 -1.337 1.012 0.908 0.00
O -2.143 -0.096 0.063 0.027 -0.304 -0.649 0.02
N -3.510 -1.473 1.263 1.238 -3.020 -0.081 0.00
N -3.996 0.599 1.163 -0.209 2.403 -0.528 0.00
H -4.366 -1.561 1.792 0.524 -0.283 -0.158 0.00
H -2.794 -2.185 1.253 -0.640 -0.326 0.173 0.00
H -3.865 1.524 0.779 -0.364 0.094 0.344 0.00
H -4.753 0.354 1.785 0.216 0.552 -0.334 0.00
C 0.209 -1.643 -2.536 0.272 -0.999 -0.489 0.00
O -0.141 -1.019 -1.569 -0.980 1.958 2.600 0.03
N 0.486 -1.175 -3.709 0.611 1.009 -2.403 0.00
N 0.342 -2.963 -2.475 0.025 -0.665 0.726 0.00
H 0.483 -0.179 -3.877 0.145 -0.078 -0.387 0.00
H 0.858 -1.869 -4.342 0.032 1.005 -0.456 0.00
H 0.484 -3.401 -3.374 -0.135 -1.116 1.053 0.00
H 0.178 -3.273 -1.528 0.012 -1.169 -0.721 0.00
C -0.129 -1.807 1.977 1.624 2.970 -2.100 0.00
O -0.066 -0.844 1.163 -0.094 -1.875 1.553 0.01
N -0.734 -1.700 3.128 -1.522 0.383 1.189 0.00
N 0.578 -2.909 1.841 1.383 -2.071 -1.815 0.00
H -0.890 -0.721 3.322 -0.396 -0.362 1.006 0.00
H -0.580 -2.474 3.759 -0.344 0.910 0.656 0.00
H 1.144 -2.967 1.006 -0.129 -0.135 0.173 0.00
H 0.566 -3.706 2.461 -0.063 0.343 -0.102 0.00
```
Forces are in eV/Å.

---

6.
Density functional theory data (ωB97M-V with the def2-TZVPD basis set) for 5 unconnected molecules or ions with the total composition C6H19NO4 at a distorted geometry.

The calculation puts the max |F| at 1.69 eV/A. Its energy relative to the best compared isomer or geometry (same formula, charge and spin) is 206.2 kJ/mol. Its charge is 0. Its SMILES is C=C/C(N)=C/CC.O.O.O.O. For the HOMO energy, the calculation gives -7.90 eV.

Geometry as XYZ:
```
30
Properties=species:S:1:pos:R:3:forces:R:3:nbo_charge:R:1
C 1.111 -3.522 -0.451 0.127 -0.004 0.647 -0.36
C 1.767 -2.732 0.397 -0.176 0.080 -0.720 -0.22
C 1.787 -1.253 0.301 -0.614 0.164 0.145 0.15
N 1.800 -0.576 1.506 0.454 -0.341 -0.306 -0.82
C 1.742 -0.602 -0.874 -0.015 0.108 -0.430 -0.32
C 1.774 0.892 -1.010 -0.083 0.463 0.492 -0.44
C 0.386 1.564 -0.941 -0.238 -0.636 -1.048 -0.61
H 1.226 -4.592 -0.332 -0.181 -0.016 -0.189 0.20
H 0.430 -3.142 -1.199 0.084 -0.024 -0.131 0.20
H 2.365 -3.204 1.163 0.156 0.141 0.202 0.21
H 1.809 0.422 1.516 -0.098 0.161 0.123 0.39
H 1.645 -1.071 2.356 -0.058 -0.032 0.216 0.39
H 1.674 -1.156 -1.798 0.262 -0.319 0.050 0.21
H 2.422 1.308 -0.240 0.090 0.091 0.186 0.19
H 2.245 1.186 -1.940 0.189 -0.095 -0.251 0.21
H 0.327 2.586 -0.590 0.232 -0.051 0.541 0.24
H -0.011 1.635 -1.964 -0.054 -0.195 0.113 0.19
H -0.283 0.881 -0.407 -0.037 0.551 0.319 0.18
O -3.298 1.220 -0.223 0.012 1.388 0.966 -0.99
H -4.123 0.810 -0.483 0.626 -0.551 -0.469 0.50
H -2.470 0.892 -0.577 -0.577 -0.927 -0.660 0.50
O -1.486 -1.027 -1.916 -0.415 0.025 -0.131 -0.95
H -0.835 -1.034 -1.209 0.349 -0.032 0.070 0.48
H -1.062 -0.578 -2.656 0.082 -0.028 0.119 0.47
O -1.600 3.144 0.899 -0.265 -0.024 0.029 -0.98
H -1.949 3.892 1.391 0.038 0.010 0.031 0.47
H -2.387 2.731 0.496 0.129 -0.007 0.133 0.50
O -1.942 0.188 2.810 0.145 -0.105 0.255 -0.94
H -1.561 0.914 2.305 -0.065 0.186 -0.085 0.48
H -1.504 0.224 3.671 -0.101 0.020 -0.218 0.46
```
Forces are in eV/Å.